Computed, not measured: a 2-piece molecular cluster, C4H12 overall, with wB97M-V/def2-TZVPD.

CARTESIAN COORDINATES (ANGSTROEM)
1 C 0.10739 -1.46612 -0.49417
2 C -0.28980 -2.30508 -1.71430
3 H 1.16860 -1.26030 -0.37469
4 H -0.29532 -0.44666 -0.57072
5 H -0.35271 -1.73995 0.45629
6 H 0.32101 -2.01239 -2.55920
7 H -0.17573 -3.35450 -1.45290
8 H -1.33913 -2.09832 -1.92131
9 C 0.63228 1.55737 1.45965
10 C -0.54545 2.16415 0.72221
11 H 1.58087 2.06606 1.25525
12 H 0.67257 1.44249 2.54607
13 H 0.94381 0.55262 1.14971
14 H -1.32720 1.43323 0.51440
15 H -0.19034 2.43250 -0.27408
16 H -0.91084 3.03490 1.25780

For the HOMO-LUMO gap, the calculation gives 12.7 eV. Its max |F| is 2.2 eV/Å. For the LUMO energy, the calculation gives 1.120 eV. The energy above the lowest of the compared OMol25 structures with the same formula, charge and spin is 9.9 kcal/mol. The SMILES is CC.CC. As for the total charge: 0. As for the HOMO energy: -11.58 eV.